Record 1
C9H40N16O11 | ωB97M-V with the def2-TZVPD basis set

Net charge: 0
Multiplicity: 1
HOMO, eV: -9.43
Lowest unoccupied orbital energy, eV: 0.5
Structure (SMILES): NC(N)=O.NC(N)=O.NC(N)=O.NC(N)=O.NC(N)=O.NC(N)=O.NC(N)=O.NC(N)=O.CO.O.O
Orbital gap, eV: 9.9

Each atom is followed by the atoms it is bonded to, with distances in Å.
Geometry (Å):
1 O 1.149 -0.617 -1.018  H51 0.968, H67 0.971
2 O -1.253 2.055 -2.623  H38 0.971, H62 0.957
3 O -1.343 -2.985 0.349  C30 1.211
4 O 2.825 1.521 -2.197  C33 1.218
5 O -4.051 1.386 -0.965  C34 1.253
6 O -4.183 1.518 4.197  C29 1.222
7 O 3.981 -3.358 1.365  C31 1.447, H69 0.989
8 O 0.071 -0.969 3.577  C35 1.187
9 O 3.698 2.047 1.995  C32 1.241
10 O -0.517 1.580 0.286  C28 1.227
11 O 1.049 -0.325 -5.407  C36 1.219
12 N -0.063 3.213 1.779  C28 1.360, H52 1.005, H72 1.030
13 N 0.551 -2.948 1.499  C30 1.387, H54 1.034, H65 1.003
14 N -1.169 0.716 4.425  C35 1.373, H56 0.998, H71 1.018
15 N 2.296 0.212 2.117  C32 1.365, H63 1.002, H64 0.999
16 N -2.521 -0.334 -0.649  C34 1.388, H44 0.970, H58 1.009
17 N -1.929 -0.572 2.704  C35 1.347, H47 0.963, H73 1.000
18 N -4.189 1.923 1.923  C29 1.392, H50 1.030, H60 0.988
19 N 0.176 -1.339 -3.514  C36 1.379, H48 1.000, H66 1.022
20 N 1.625 2.105 -4.049  C33 1.351, H68 0.952, H74 1.012
21 N 0.359 -2.441 -5.467  C36 1.339, H61 1.040, H75 0.971
22 N 3.766 1.413 -4.244  C33 1.362, H43 1.007, H49 1.059
23 N -4.079 -0.300 -2.442  C34 1.365, H41 1.028, H76 1.019
24 N 2.849 1.423 4.016  C32 1.388, H45 1.002, H55 0.987
25 N 0.220 -4.652 -0.047  C30 1.368, H37 0.996, H57 0.974
26 N -5.931 0.774 2.929  C29 1.386, H40 1.018, H42 1.025
27 N 1.360 2.763 0.036  C28 1.332, H39 0.992, H46 1.015
28 C 0.243 2.455 0.693  O10 1.227, N12 1.360, N27 1.332
29 C -4.750 1.474 3.115  O6 1.222, N18 1.392, N26 1.386
30 C -0.266 -3.510 0.530  O3 1.211, N13 1.387, N25 1.368
31 C 4.429 -2.338 0.443  O7 1.447, H53 1.052, H59 1.124, H70 1.079
32 C 2.990 1.261 2.645  O9 1.241, N15 1.365, N24 1.388
33 C 2.721 1.648 -3.403  O4 1.218, N20 1.351, N22 1.362
34 C -3.558 0.292 -1.327  O5 1.253, N16 1.388, N23 1.365
35 C -0.907 -0.297 3.536  O8 1.187, N14 1.373, N17 1.347
36 C 0.493 -1.258 -4.854  O11 1.219, N19 1.379, N21 1.339
37 H 0.991 -4.977 0.493  N25 0.996
38 H -1.657 1.702 -1.814  O2 0.971
39 H 2.121 3.113 0.568  N27 0.992
40 H -6.291 0.188 3.680  N26 1.018
41 H -4.842 0.290 -2.797  N23 1.028
42 H -6.369 0.612 2.016  N26 1.025
43 H 4.604 1.189 -3.732  N22 1.007
44 H -2.122 0.166 0.081  N16 0.970
45 H 2.503 0.644 4.543  N24 1.002
46 H 1.595 1.998 -0.589  N27 1.015
47 H -2.575 0.139 2.635  N17 0.963
48 H -0.321 -2.093 -3.085  N19 1.000
49 H 3.829 1.411 -5.301  N22 1.059
50 H -3.401 2.585 1.954  N18 1.030
51 H 0.622 -0.067 -0.420  O1 0.968
52 H 0.533 3.916 2.182  N12 1.005
53 H 3.929 -2.476 -0.472  C31 1.052
54 H 0.219 -2.164 2.085  N13 1.034
55 H 3.602 1.901 4.440  N24 0.987
56 H -2.070 1.117 4.581  N14 0.998
57 H -0.489 -5.238 -0.367  N25 0.974
58 H -2.378 -1.316 -0.828  N16 1.009
59 H 5.545 -2.408 0.331  C31 1.124
60 H -4.459 1.758 0.987  N18 0.988
61 H -0.485 -2.978 -5.187  N21 1.040
62 H -1.889 2.677 -2.976  O2 0.957
63 H 1.708 -0.357 2.696  N15 1.002
64 H 2.237 -0.124 1.178  N15 0.999
65 H 1.530 -3.167 1.528  N13 1.003
66 H 0.626 -0.638 -2.920  N19 1.022
67 H 1.872 -0.098 -1.407  O1 0.971
68 H 1.770 1.965 -4.979  N20 0.952
69 H 4.686 -3.381 2.059  O7 0.989
70 H 4.271 -1.358 0.865  C31 1.079
71 H -0.368 1.070 4.944  N14 1.018
72 H -0.992 3.125 2.214  N12 1.030
73 H -1.895 -1.305 2.024  N17 1.000
74 H 0.712 2.087 -3.614  N20 1.012
75 H 0.378 -2.362 -6.435  N21 0.971
76 H -3.424 -0.687 -3.120  N23 1.019

***

Record 2
C9H40N18O11 | ωB97M-V with the def2-TZVPD basis set

Net charge: -1
Multiplicity: 2
HOMO (spin up / spin down), eV: -0.09 / -6.92
Lowest unoccupied orbital energy (spin up / spin down), eV: 1.7 / 1.7
Orbital gap (spin up / spin down), eV: 1.8 / 8.6
Expectation value of S²: 0.751

Each atom is followed by the atoms it is bonded to, with distances in Å.
Geometry (Å):
1 O 2.440 -0.737 4.932  C30 1.266
2 O -1.473 0.298 -2.259  C35 1.247
3 O 0.364 -0.156 0.205  H59 0.957, H76 0.957
4 O -0.719 -3.714 1.697  H65 0.957, H69 0.957
5 O 1.874 3.706 -3.058  C38 1.181
6 O 0.604 -2.125 -4.945  C36 1.235
7 O 1.957 -2.331 0.490  C31 1.192
8 O 4.533 1.861 -0.659  C33 1.193
9 O -2.497 -1.484 1.444  C37 1.201
10 O -0.400 2.084 1.605  C34 1.251
11 O -4.830 2.640 0.067  C32 1.244
12 N -3.207 -0.137 -3.659  C35 1.259, H39 1.010, H40 1.010
13 N 3.271 0.056 -0.885  C33 1.337, H57 1.010, H60 1.010
14 N 2.319 -4.305 -0.588  C31 1.348, H56 1.010, H66 1.010
15 N 0.183 2.313 3.812  C34 1.323, H46 1.010, H62 1.010
16 N 2.707 1.676 0.523  C33 1.302, H41 1.010, H68 1.010
17 N 3.967 -3.323 0.441  C31 1.341, H64 1.010, H74 1.010
18 N -2.219 -0.400 3.326  C37 1.283, H55 1.010, H58 1.010
19 N -3.553 4.431 -0.540  C32 1.311, H73 1.010, H75 1.010
20 N 0.384 3.979 2.535  C34 1.279, H54 1.010, H63 1.010
21 N -3.993 -0.046 2.129  C37 1.298, H43 1.010, H77 1.010
22 N 0.659 -1.442 3.810  C30 1.237, H48 1.010, H70 1.010
23 N 2.214 -0.405 2.754  C30 1.308, H53 1.010, H71 1.010
24 N 1.379 1.634 -3.691  C38 1.287, H61 1.010, H72 1.010
25 N -0.509 -3.466 -3.470  C36 1.300, H44 1.010, H49 1.010
26 N 1.028 -2.209 -2.751  C36 1.307, H51 1.010, H78 1.010
27 N -2.593 2.529 -0.269  C32 1.320, H45 1.010, H50 1.010
28 N 0.340 2.505 -2.180  C38 1.236, H42 1.010, H67 1.010
29 N -2.810 -1.359 -1.952  C35 1.295, H47 1.010, H52 1.010
30 C 1.793 -0.951 3.865  O1 1.266, N22 1.237, N23 1.308
31 C 2.662 -3.230 0.150  O7 1.192, N14 1.348, N17 1.341
32 C -3.742 3.176 -0.211  O11 1.244, N19 1.311, N27 1.320
33 C 3.607 1.205 -0.291  O8 1.193, N13 1.337, N16 1.302
34 C 0.025 2.752 2.574  O10 1.251, N15 1.323, N20 1.279
35 C -2.513 -0.290 -2.620  O2 1.247, N12 1.259, N29 1.295
36 C 0.394 -2.600 -3.825  O6 1.235, N25 1.300, N26 1.307
37 C -2.880 -0.700 2.268  O9 1.201, N18 1.283, N21 1.298
38 C 1.278 2.692 -2.964  O5 1.181, N24 1.287, N28 1.236
39 H -3.073 0.717 -4.183  N12 1.010
40 H -3.831 -0.860 -3.987  N12 1.010
41 H 1.967 1.060 0.831  N16 1.010
42 H -0.193 1.648 -2.144  N28 1.010
43 H -4.169 0.700 2.787  N21 1.010
44 H -0.599 -3.739 -2.502  N25 1.010
45 H -1.759 3.069 -0.449  N27 1.010
46 H 0.171 1.324 4.016  N15 1.010
47 H -3.304 -2.044 -2.506  N29 1.010
48 H 0.242 -1.944 4.581  N22 1.010
49 H -1.060 -3.971 -4.149  N25 1.010
50 H -2.531 1.632 0.192  N27 1.010
51 H 0.904 -2.491 -1.789  N26 1.010
52 H -2.060 -1.682 -1.358  N29 1.010
53 H 1.840 -0.583 1.833  N23 1.010
54 H 0.198 4.581 1.746  N20 1.010
55 H -1.381 -0.852 3.664  N18 1.010
56 H 1.654 -4.189 -1.339  N14 1.010
57 H 2.519 -0.499 -0.503  N13 1.010
58 H -2.404 0.516 3.708  N18 1.010
59 H -0.064 0.634 0.535  O3 0.957
60 H 3.958 -0.096 -1.611  N13 1.010
61 H 2.261 1.444 -4.144  N24 1.010
62 H 0.437 3.010 4.497  N15 1.010
63 H 0.737 4.313 3.421  N20 1.010
64 H 4.263 -2.570 1.046  N17 1.010
65 H -0.881 -4.276 0.939  O4 0.957
66 H 3.029 -5.005 -0.745  N14 1.010
67 H 0.197 3.297 -1.571  N28 1.010
68 H 2.749 2.566 0.999  N16 1.010
69 H -0.314 -2.928 1.331  O4 0.957
70 H 0.243 -1.591 2.902  N22 1.010
71 H 3.012 0.213 2.791  N23 1.010
72 H 0.779 0.933 -3.278  N24 1.010
73 H -4.331 5.044 -0.339  N19 1.010
74 H 4.649 -3.849 -0.085  N17 1.010
75 H -2.746 4.705 -1.082  N19 1.010
76 H -0.295 -0.572 -0.351  O3 0.957
77 H -4.622 -0.266 1.371  N21 1.010
78 H 1.763 -1.529 -2.885  N26 1.010

***

Record 3
C9H40N19O9 | ωB97M-V with the def2-TZVPD basis set

Net charge: +1
Relative energy (zero: lowest compared OMol25 entry of this formula, charge and spin), kcal/mol: 223.14
Multiplicity: 1
HOMO, eV: -11.03
Lowest unoccupied orbital energy, eV: -2.9
Orbital gap, eV: 8.1

Each atom is followed by the atoms it is bonded to, with distances in Å.
Geometry (Å):
1 O -2.939 2.392 3.081  C32 1.219
2 O -1.550 3.859 -2.413  C34 1.198
3 O -6.139 0.047 0.259  C33 1.214
4 O 4.575 -4.718 0.122  C36 1.176
5 O 3.524 3.483 5.414  C29 1.211
6 O 0.142 -4.152 3.496  C35 1.221
7 O 3.276 2.214 -0.863  C31 1.188
8 O -1.893 -3.406 -2.275  C37 1.223
9 O 1.040 1.700 -6.944  C30 1.246
10 N 4.610 2.254 3.848  C29 1.319, H45 1.010, H59 1.010
11 N 6.671 -4.312 0.414  C36 1.300, H40 1.010, H49 1.010
12 N 5.087 2.600 -2.161  C31 1.309, H43 1.010, H75 1.010
13 N 2.259 -0.143 -6.875  C30 1.305, H51 1.010, H58 1.010
14 N 1.279 -6.075 3.876  C35 1.280, H42 1.010, H66 1.010
15 N -0.708 -5.974 4.299  C35 1.248, H48 1.010, H71 1.010
16 N -7.989 -0.082 -0.790  C33 1.293, H44 1.010, H61 1.010
17 N 2.623 2.939 3.471  C29 1.298, H57 1.010, H65 1.010
18 N -2.646 5.201 -1.072  C34 1.252, H54 1.010, H63 1.010
19 N -1.010 -5.419 -1.701  C37 1.322, H39 1.010, H68 1.010
20 N -3.501 3.466 4.867  C32 1.291, H38 1.010, H56 1.010
21 N -6.904 1.767 -1.012  C33 1.296, H74 1.010, H76 1.010
22 N 5.462 -2.738 -0.497  C36 1.341, H47 1.010, H64 1.010
23 N -3.092 -5.065 -1.457  C37 1.278, H46 1.010, H52 1.010
24 N -0.436 -0.439 0.362  H62 1.010, H67 1.010, H72 1.010, H73 1.010
25 N -2.197 5.970 -2.963  C34 1.362, H50 1.010, H60 1.010
26 N -4.135 1.368 4.611  C32 1.280, H53 1.010, H69 1.010
27 N 0.902 0.187 -5.265  C30 1.277, H41 1.010, H77 1.010
28 N 3.678 4.062 -2.009  C31 1.286, H55 1.010, H70 1.010
29 C 3.587 2.928 4.340  O5 1.211, N10 1.319, N17 1.298
30 C 1.406 0.680 -6.329  O9 1.246, N13 1.305, N27 1.277
31 C 3.928 2.864 -1.613  O7 1.188, N12 1.309, N28 1.286
32 C -3.550 2.403 4.136  O1 1.219, N20 1.291, N26 1.280
33 C -6.895 0.560 -0.541  O3 1.214, N16 1.293, N21 1.296
34 C -2.166 4.859 -2.176  O2 1.198, N18 1.252, N25 1.362
35 C 0.245 -5.323 3.823  O6 1.221, N14 1.280, N15 1.248
36 C 5.474 -3.963 0.048  O4 1.176, N11 1.300, N22 1.341
37 C -1.999 -4.559 -1.883  O8 1.223, N19 1.322, N23 1.278
38 H -4.207 3.700 5.550  N20 1.010
39 H -0.105 -5.206 -2.096  N19 1.010
40 H 6.949 -5.151 0.903  N11 1.010
41 H 0.238 0.714 -4.715  N27 1.010
42 H 1.392 -7.007 4.249  N14 1.010
43 H 5.320 3.185 -2.950  N12 1.010
44 H -8.598 0.240 -1.529  N16 1.010
45 H 5.548 2.212 4.219  N10 1.010
46 H -2.998 -5.933 -0.949  N23 1.010
47 H 4.569 -2.334 -0.741  N22 1.010
48 H -0.423 -6.835 4.742  N15 1.010
49 H 7.426 -3.827 -0.051  N11 1.010
50 H -2.631 6.841 -2.692  N25 1.010
51 H 2.689 0.316 -7.665  N13 1.010
52 H -3.889 -4.455 -1.348  N23 1.010
53 H -4.328 0.658 3.919  N26 1.010
54 H -2.416 4.602 -0.292  N18 1.010
55 H 4.187 4.660 -2.644  N28 1.010
56 H -2.811 4.162 4.622  N20 1.010
57 H 1.842 3.417 3.896  N17 1.010
58 H 2.871 -0.398 -6.113  N13 1.010
59 H 4.536 2.082 2.855  N10 1.010
60 H -1.652 5.734 -3.780  N25 1.010
61 H -7.996 -1.017 -0.409  N16 1.010
62 H -0.624 -0.928 -0.501  N24 1.010
63 H -3.156 6.054 -0.893  N18 1.010
64 H 6.269 -2.201 -0.215  N22 1.010
65 H 2.830 2.833 2.488  N17 1.010
66 H 1.972 -5.645 3.281  N14 1.010
67 H 0.390 0.112 0.174  N24 1.010
68 H -1.165 -6.378 -1.427  N19 1.010
69 H -4.566 1.371 5.524  N26 1.010
70 H 2.749 4.362 -1.750  N28 1.010
71 H -1.565 -5.470 4.476  N15 1.010
72 H -0.280 -1.174 1.037  N24 1.010
73 H -1.284 0.020 0.664  N24 1.010
74 H -6.004 2.224 -1.033  N21 1.010
75 H 5.503 1.756 -1.793  N12 1.010
76 H -7.693 2.055 -1.574  N21 1.010
77 H 1.091 -0.784 -5.061  N27 1.010

***

Number 1: strongest force on any atom 0.0807 Eh/bohr. Number 2: strongest force on any atom 0.1858 Eh/bohr. Number 3: strongest force on any atom 0.1657 Eh/bohr.